ORCA calculation (ωB97M-V with the def2-TZVPD basis set) on the molecule C18H28O3.

Values from the calculation:
max |F|: 0.0188 hartree/bohr
relative energy (zero: lowest compared OMol25 entry of this formula, charge and spin): 1.13 kcal per mole
HOMO-LUMO gap: 9.074 eV
DFT total energy: -928.4261 Ha
HOMO level: -8.402 eV
spin multiplicity: 1

Last column: Mulliken charge in e.
Element x y z (Å)
C 0.824 -1.441 2.358  -1.154
C -0.581 -2.018 2.230  -0.118
C -1.569 -1.426 3.235  -0.998
C -1.895 0.054 3.032  -0.730
C -2.685 0.340 1.749  0.966
C -3.380 1.714 1.796  -0.763
C -4.626 1.715 2.673  -1.342
C -1.809 0.341 0.512  -0.395
O -2.077 -0.228 -0.514  -0.587
O -0.737 1.130 0.685  -0.099
C 0.202 1.276 -0.334  -0.602
C 0.645 2.554 -0.622  -0.907
C 1.616 2.709 -1.591  -0.966
C 2.141 1.618 -2.272  1.939
O 3.096 1.827 -3.225  -0.539
C 1.699 0.317 -1.983  -0.656
C 2.261 -0.891 -2.718  1.918
C 1.968 -0.743 -4.217  -1.707
C 3.776 -0.966 -2.481  -1.664
C 1.639 -2.207 -2.243  -2.025
C 0.728 0.180 -1.001  0.464
H 0.841 -0.382 2.114  0.189
H 1.506 -1.952 1.682  0.289
H 1.194 -1.566 3.374  0.435
H -0.533 -3.098 2.396  0.435
H -0.955 -1.866 1.217  0.088
H -2.500 -1.997 3.189  0.351
H -1.157 -1.551 4.240  0.394
H -0.980 0.647 3.029  0.186
H -2.496 0.382 3.883  0.389
H -3.445 -0.434 1.598  0.591
H -3.671 1.994 0.780  0.434
H -2.666 2.457 2.156  0.253
H -5.350 0.992 2.306  0.345
H -4.385 1.467 3.704  0.316
H -5.089 2.699 2.661  0.401
H 0.237 3.403 -0.097  0.495
H 1.975 3.702 -1.831  0.218
H 3.272 2.773 -3.297  0.295
H 2.447 0.144 -4.618  0.350
H 0.896 -0.667 -4.382  0.357
H 2.342 -1.610 -4.756  0.466
H 3.987 -1.045 -1.416  0.349
H 4.185 -1.841 -2.981  0.454
H 4.272 -0.084 -2.871  0.354
H 0.564 -2.215 -2.402  0.411
H 1.848 -2.385 -1.190  0.305
H 2.069 -3.029 -2.812  0.451
H 0.356 -0.794 -0.741  0.365